Record 1
Entry from the Open Molecules 2025 dataset: a 4-piece molecular cluster, C21H50B3Br2N2O14P overall (ωB97M-V/def2-TZVPD).

Results
* Kohn-Sham gap: 8.14 eV
* E_LUMO: -0.49 eV

CARTESIAN COORDINATES (ANGSTROEM)
C (-1.00, 4.50, 2.11)
C (-0.68, 4.65, 0.64)
Br (1.16, 5.34, 0.54)
C (-1.65, 5.52, -0.16)
Br (-1.49, 7.42, 0.17)
B (-3.16, 5.10, 0.00)
O (-4.19, 6.00, -0.25)
B (-5.18, 5.96, 0.68)
O (-5.71, 7.13, 1.18)
N (-7.13, 7.02, 1.50)
O (-7.54, 8.03, 1.83)
O (-5.59, 4.73, 1.19)
B (-4.62, 3.76, 1.20)
P (-4.83, 2.26, 2.41)
N (-4.75, 0.93, 1.55)
O (-3.54, 3.83, 0.36)
H (-2.01, 4.14, 2.27)
H (-0.33, 3.77, 2.55)
H (-0.85, 5.44, 2.64)
H (-0.59, 3.70, 0.13)
H (-1.41, 5.40, -1.22)
H (-6.05, 2.46, 3.07)
H (-3.84, 2.34, 3.41)
H (-5.59, 0.38, 1.65)
C (-3.22, -3.26, 1.58)
O (-2.29, -2.80, 2.54)
C (-1.99, -1.42, 2.41)
C (-1.75, -0.77, 3.75)
O (-2.92, -0.58, 4.52)
C (-3.52, -1.70, 5.15)
C (-2.76, -2.24, 6.34)
O (-1.61, -2.97, 5.94)
C (-0.56, -2.93, 6.87)
H (-2.78, -3.29, 0.58)
H (-3.50, -4.27, 1.87)
H (-4.12, -2.64, 1.56)
H (-2.81, -0.89, 1.90)
H (-1.08, -1.30, 1.80)
H (-1.39, 0.24, 3.54)
H (-0.97, -1.29, 4.31)
H (-3.73, -2.50, 4.44)
H (-4.47, -1.33, 5.53)
H (-3.42, -2.90, 6.91)
H (-2.47, -1.40, 6.99)
H (-0.32, -1.90, 7.15)
H (0.31, -3.38, 6.40)
H (-0.80, -3.50, 7.78)
C (-0.25, -5.41, -0.06)
O (-0.04, -4.41, -1.03)
C (0.80, -3.36, -0.59)
C (1.65, -2.80, -1.71)
O (2.71, -3.64, -2.14)
C (2.40, -4.79, -2.90)
C (1.91, -4.50, -4.30)
O (0.58, -4.03, -4.29)
C (0.29, -3.14, -5.35)
H (-0.87, -5.03, 0.76)
H (-0.76, -6.24, -0.55)
H (0.70, -5.77, 0.35)
H (1.46, -3.70, 0.21)
H (0.18, -2.54, -0.20)
H (2.14, -1.91, -1.32)
H (1.02, -2.49, -2.55)
H (1.69, -5.44, -2.38)
H (3.34, -5.33, -2.99)
H (1.95, -5.43, -4.90)
H (2.57, -3.76, -4.77)
H (1.02, -2.33, -5.39)
H (-0.70, -2.72, -5.15)
H (0.27, -3.66, -6.31)
C (6.26, 4.12, -2.80)
O (6.09, 2.72, -2.77)
C (5.73, 2.21, -1.50)
C (4.80, 1.03, -1.61)
O (3.47, 1.36, -2.00)
C (3.23, 1.68, -3.36)
C (3.27, 0.50, -4.30)
O (4.60, 0.09, -4.56)
C (4.70, -1.30, -4.81)
H (7.16, 4.42, -2.26)
H (6.35, 4.42, -3.84)
H (5.39, 4.63, -2.36)
H (5.25, 2.99, -0.89)
H (6.64, 1.88, -0.98)
H (4.69, 0.61, -0.61)
H (5.22, 0.25, -2.25)
H (3.88, 2.48, -3.71)
H (2.20, 2.06, -3.37)
H (2.80, 0.79, -5.25)
H (2.70, -0.32, -3.86)
H (4.21, -1.87, -4.01)
H (5.76, -1.56, -4.82)
H (4.25, -1.56, -5.77)

Record 2
Entry from the Open Molecules 2025 dataset: a 5-piece molecular cluster, C21H50N4O6Si overall (ωB97M-V/def2-TZVPD).

Results
* Kohn-Sham gap: 9.28 eV
* E_LUMO: 0.58 eV

CARTESIAN COORDINATES (ANGSTROEM)
C (4.66, -1.19, -0.03)
C (4.51, 0.33, 0.11)
C (3.44, 0.72, 1.13)
C (3.28, 2.25, 1.12)
C (2.34, 2.74, 0.01)
C (0.91, 3.04, 0.52)
Si (-0.41, 2.78, -0.80)
O (-1.06, 1.22, -0.81)
C (-0.13, 0.18, -0.60)
C (-0.91, -1.06, -0.17)
C (-1.55, -0.76, 1.20)
O (-0.06, -2.19, -0.03)
H (5.06, -1.49, -0.99)
H (3.68, -1.65, 0.13)
H (5.30, -1.57, 0.77)
H (5.46, 0.77, 0.44)
H (4.30, 0.77, -0.86)
H (2.51, 0.21, 0.86)
H (3.76, 0.35, 2.11)
H (4.27, 2.68, 0.97)
H (2.93, 2.62, 2.08)
H (2.75, 3.69, -0.35)
H (2.33, 2.06, -0.84)
H (0.71, 2.31, 1.31)
H (0.80, 4.05, 0.91)
H (-1.53, 3.66, -0.49)
H (0.12, 3.21, -2.11)
H (0.43, -0.07, -1.51)
H (0.58, 0.38, 0.21)
H (-1.71, -1.24, -0.90)
H (-1.27, -1.53, 1.91)
H (-2.63, -0.62, 1.15)
H (-1.14, 0.17, 1.59)
H (0.79, -1.96, -0.42)
C (-4.56, 8.06, 0.17)
N (-3.55, 7.01, 0.25)
C (-2.57, 6.73, -0.64)
C (-2.47, 7.59, -1.88)
O (-1.79, 5.80, -0.43)
H (-4.46, 8.72, 1.03)
H (-5.55, 7.61, 0.18)
H (-4.44, 8.65, -0.74)
H (-3.56, 6.40, 1.05)
H (-1.64, 7.23, -2.48)
H (-3.38, 7.51, -2.47)
H (-2.29, 8.63, -1.61)
C (-0.24, -5.35, -1.64)
N (0.82, -6.36, -1.66)
C (1.79, -6.54, -2.58)
C (1.81, -5.61, -3.76)
O (2.62, -7.44, -2.45)
H (-0.14, -4.75, -0.74)
H (-1.20, -5.85, -1.63)
H (-0.19, -4.70, -2.51)
H (0.86, -7.02, -0.90)
H (2.64, -5.88, -4.41)
H (0.88, -5.69, -4.33)
H (1.95, -4.57, -3.43)
C (-3.97, -1.63, -3.25)
N (-3.19, -2.81, -2.93)
C (-3.56, -4.11, -3.02)
C (-4.96, -4.41, -3.50)
O (-2.78, -5.00, -2.72)
H (-3.47, -1.05, -4.03)
H (-4.05, -1.00, -2.35)
H (-4.97, -1.89, -3.59)
H (-2.25, -2.68, -2.61)
H (-5.10, -5.49, -3.52)
H (-5.70, -3.97, -2.83)
H (-5.11, -4.03, -4.51)
C (2.51, -1.46, 6.95)
N (2.88, -0.22, 6.30)
C (2.33, 0.35, 5.19)
C (1.18, -0.38, 4.53)
O (2.76, 1.41, 4.76)
H (2.22, -1.26, 7.98)
H (3.37, -2.14, 6.95)
H (1.69, -1.94, 6.44)
H (3.64, 0.31, 6.68)
H (0.85, 0.20, 3.67)
H (1.49, -1.36, 4.19)
H (0.34, -0.48, 5.23)

Record 3
Entry from the Open Molecules 2025 dataset: a 4-piece molecular cluster, C21H50O12S overall (ωB97M-V/def2-TZVPD).

Results
* Kohn-Sham gap: 8.92 eV
* E_LUMO: 0.58 eV

CARTESIAN COORDINATES (ANGSTROEM)
C (-0.37, 0.87, -0.69)
C (-1.67, 0.16, -0.87)
O (-1.87, -0.70, -2.07)
S (-2.81, -0.20, -3.33)
C (-4.48, -0.08, -2.60)
O (-2.42, 1.16, -3.72)
O (-2.84, -1.28, -4.23)
H (0.47, 0.20, -0.88)
H (-0.21, 1.23, 0.32)
H (-0.55, 1.76, -1.30)
H (-1.62, -0.52, -0.01)
H (-2.41, 0.95, -0.81)
H (-4.62, 0.84, -2.04)
H (-4.77, -0.85, -1.89)
H (-5.19, -0.11, -3.44)
C (-4.92, 0.18, -0.16)
O (-3.74, -0.57, 0.13)
C (-3.94, -1.69, 1.08)
C (-2.56, -2.09, 1.72)
O (-2.04, -1.10, 2.64)
C (-0.75, -0.61, 2.35)
C (0.29, -1.67, 2.47)
O (0.42, -2.73, 1.44)
C (0.90, -2.49, 0.15)
H (-4.59, 1.06, -0.71)
H (-5.54, 0.39, 0.71)
H (-5.59, -0.46, -0.73)
H (-4.55, -2.46, 0.60)
H (-4.62, -1.27, 1.82)
H (-1.92, -2.35, 0.88)
H (-2.73, -3.03, 2.25)
H (-0.37, 0.20, 2.96)
H (-0.81, -0.26, 1.32)
H (0.27, -2.29, 3.36)
H (1.29, -1.25, 2.55)
H (0.21, -2.23, -0.65)
H (1.45, -3.28, -0.34)
H (1.71, -1.76, 0.23)
C (0.84, 6.98, 3.43)
O (0.16, 6.53, 2.35)
C (1.05, 6.00, 1.31)
C (0.30, 5.45, 0.07)
O (-0.62, 4.49, 0.43)
C (-0.71, 3.43, -0.42)
C (-1.84, 2.47, 0.02)
O (-1.42, 1.79, 1.18)
C (-1.49, 2.51, 2.41)
H (0.28, 7.53, 4.18)
H (1.62, 7.69, 3.15)
H (1.54, 6.32, 3.94)
H (1.61, 5.16, 1.72)
H (1.69, 6.82, 0.98)
H (1.09, 5.05, -0.57)
H (-0.24, 6.17, -0.53)
H (0.14, 2.75, -0.41)
H (-0.86, 3.77, -1.44)
H (-1.96, 1.77, -0.80)
H (-2.68, 3.15, 0.19)
H (-2.42, 3.02, 2.62)
H (-0.74, 3.30, 2.30)
H (-1.30, 1.86, 3.26)
C (7.09, -3.64, -1.48)
O (5.83, -4.23, -1.20)
C (5.50, -3.90, 0.19)
C (4.09, -4.56, 0.46)
O (3.01, -3.76, -0.16)
C (2.95, -3.81, -1.53)
C (1.79, -3.08, -2.26)
O (1.44, -1.73, -1.78)
C (0.18, -1.26, -2.20)
H (7.48, -3.77, -2.49)
H (7.89, -3.94, -0.80)
H (6.90, -2.56, -1.49)
H (5.47, -2.83, 0.37)
H (6.26, -4.28, 0.87)
H (3.97, -4.64, 1.54)
H (4.09, -5.57, 0.05)
H (3.06, -4.84, -1.88)
H (3.77, -3.19, -1.89)
H (0.90, -3.68, -2.07)
H (1.99, -3.03, -3.33)
H (0.08, -0.29, -1.72)
H (-0.52, -2.00, -1.82)
H (0.23, -1.06, -3.28)

Record 4
Entry from the Open Molecules 2025 dataset: a 4-piece molecular cluster, C21H51ClI2N3O6P overall (ωB97M-V/def2-TZVPD).

Results
* Kohn-Sham gap: 8.56 eV
* E_LUMO: -0.09 eV

CARTESIAN COORDINATES (ANGSTROEM)
C (0.79, -0.90, -2.53)
C (-0.56, -1.50, -3.22)
I (-0.76, -3.69, -2.85)
C (-0.66, -1.31, -4.85)
I (-1.97, 0.39, -5.25)
P (1.02, -1.24, -5.76)
Cl (0.84, -1.69, -7.83)
H (1.32, -0.04, -3.13)
H (1.54, -1.77, -2.25)
H (0.45, -0.44, -1.48)
H (-1.50, -1.01, -2.67)
H (-1.23, -2.27, -5.26)
H (1.82, -2.29, -5.11)
C (-8.13, 5.19, -8.72)
O (-8.25, 3.99, -7.96)
C (-8.60, 2.85, -8.76)
C (-7.44, 1.84, -8.79)
N (-6.31, 2.36, -9.56)
C (-5.09, 1.56, -9.42)
C (-4.44, 1.52, -8.03)
O (-3.89, 2.77, -7.61)
C (-4.83, 3.63, -6.96)
H (-7.97, 6.01, -8.02)
H (-7.26, 5.13, -9.39)
H (-9.04, 5.38, -9.29)
H (-8.91, 3.14, -9.78)
H (-9.46, 2.38, -8.28)
H (-7.79, 0.91, -9.24)
H (-7.15, 1.64, -7.76)
H (-6.11, 3.31, -9.26)
H (-4.36, 1.98, -10.13)
H (-5.30, 0.54, -9.76)
H (-3.58, 0.84, -8.09)
H (-5.09, 1.10, -7.26)
H (-5.59, 3.07, -6.40)
H (-5.29, 4.30, -7.68)
H (-4.28, 4.25, -6.25)
C (2.55, -1.33, 3.75)
O (3.82, -1.88, 3.43)
C (3.92, -3.27, 3.76)
C (4.05, -4.11, 2.48)
N (2.79, -4.12, 1.73)
C (2.91, -4.70, 0.39)
C (3.79, -3.94, -0.62)
O (3.26, -2.67, -1.01)
C (3.62, -1.59, -0.14)
H (2.58, -0.25, 3.58)
H (1.76, -1.76, 3.12)
H (2.31, -1.50, 4.81)
H (3.09, -3.61, 4.39)
H (4.84, -3.38, 4.34)
H (4.32, -5.14, 2.75)
H (4.86, -3.69, 1.88)
H (2.45, -3.17, 1.64)
H (1.90, -4.76, -0.02)
H (3.28, -5.73, 0.47)
H (3.82, -4.53, -1.54)
H (4.83, -3.85, -0.30)
H (4.61, -1.74, 0.31)
H (2.86, -1.46, 0.63)
H (3.65, -0.68, -0.73)
C (4.36, -0.30, 6.77)
O (3.02, 0.15, 6.93)
C (2.21, -0.75, 7.69)
C (1.80, -0.10, 9.02)
N (2.96, 0.03, 9.92)
C (2.69, 0.87, 11.10)
C (2.40, 2.36, 10.85)
O (3.52, 3.09, 10.34)
C (3.66, 3.06, 8.93)
H (4.87, 0.38, 6.09)
H (4.88, -0.29, 7.73)
H (4.39, -1.31, 6.34)
H (2.71, -1.72, 7.86)
H (1.31, -0.94, 7.11)
H (1.04, -0.72, 9.51)
H (1.37, 0.88, 8.80)
H (3.73, 0.45, 9.40)
H (3.58, 0.80, 11.74)
H (1.86, 0.43, 11.66)
H (2.17, 2.81, 11.82)
H (1.51, 2.52, 10.23)
H (2.69, 2.98, 8.42)
H (4.31, 2.23, 8.64)
H (4.14, 3.98, 8.61)

Record 5
Entry from the Open Molecules 2025 dataset: C21H52AuN4O2SSi3 as an isolated structure (ωB97M-V/def2-TZVPD).

Results
* Kohn-Sham gap: 5.62 eV
* net charge: +3
* E_LUMO: -10.64 eV

CARTESIAN COORDINATES (ANGSTROEM)
Au (0.12, -0.01, -0.42)
C (0.59, 0.55, 2.75)
O (-0.14, -0.14, 1.70)
Si (-0.82, -1.69, 1.85)
C (-2.23, -1.79, 3.03)
C (0.47, -2.87, 2.43)
C (-1.20, -1.76, -0.01)
Si (-0.42, -3.25, -0.95)
C (-1.17, -4.83, -0.32)
C (1.43, -3.24, -0.65)
C (-0.67, -3.11, -2.78)
Si (-3.01, -1.31, -0.49)
C (-3.08, -0.70, -2.25)
C (-3.68, 0.07, 0.61)
C (-4.03, -2.84, -0.26)
H (-0.12, 0.93, 3.48)
H (1.15, 1.37, 2.31)
H (1.29, -0.13, 3.23)
H (-1.82, -1.88, 4.04)
H (-2.83, -2.68, 2.85)
H (-2.89, -0.92, 3.02)
H (0.54, -2.81, 3.52)
H (1.46, -2.67, 2.02)
H (0.21, -3.91, 2.19)
H (-1.27, -4.89, 0.77)
H (-0.50, -5.63, -0.64)
H (-2.15, -5.02, -0.76)
H (1.71, -4.05, 0.04)
H (1.81, -2.31, -0.22)
H (1.95, -3.42, -1.59)
H (-1.68, -3.37, -3.09)
H (0.01, -3.80, -3.28)
H (-0.45, -2.10, -3.12)
H (-2.20, -0.11, -2.50)
H (-3.98, -0.09, -2.39)
H (-3.14, -1.53, -2.95)
H (-2.97, 0.45, 1.35)
H (-4.54, -0.30, 1.18)
H (-4.06, 0.90, 0.01)
H (-3.73, -3.65, -0.92)
H (-5.06, -2.57, -0.50)
H (-4.01, -3.21, 0.77)
N (2.36, 0.30, -0.09)
C (3.43, -0.14, 0.08)
N (4.60, -0.62, 0.28)
C (5.20, -0.74, 1.64)
C (6.53, 0.01, 1.64)
O (7.36, -0.45, 0.60)
C (6.80, -0.23, -0.68)
C (5.51, -1.00, -0.83)
H (5.37, -1.79, 1.84)
H (4.52, -0.33, 2.38)
H (7.05, -0.19, 2.57)
H (6.35, 1.09, 1.55)
H (7.52, -0.58, -1.41)
H (6.62, 0.84, -0.84)
H (5.71, -2.07, -0.74)
H (5.03, -0.81, -1.79)
C (-0.42, 0.14, -4.40)
S (0.42, 0.72, -2.91)
C (2.06, 0.07, -3.27)
H (-0.33, -0.93, -4.52)
H (0.05, 0.65, -5.24)
H (-1.47, 0.43, -4.35)
H (2.41, 0.52, -4.20)
H (2.03, -1.02, -3.36)
H (2.71, 0.36, -2.45)
N (-2.26, 5.02, -0.16)
C (-2.81, 4.03, -1.15)
C (-1.75, 2.97, -1.44)
N (-1.30, 2.28, -0.22)
C (-0.79, 3.26, 0.75)
C (-1.81, 4.33, 1.11)
H (-2.96, 5.74, 0.05)
H (-1.46, 5.50, -0.57)
H (-3.12, 4.56, -2.05)
H (-3.69, 3.58, -0.69)
H (-0.88, 3.43, -1.91)
H (-2.16, 2.25, -2.15)
H (-2.07, 1.76, 0.18)
H (0.10, 3.73, 0.33)
H (-0.49, 2.75, 1.66)
H (-1.39, 5.08, 1.78)
H (-2.70, 3.90, 1.57)

Number 1: F_max 1.5 eV/Å. Number 2: F_max 1.5 eV/Å. Number 3: F_max 5.2 eV/Å. Number 4: F_max 3.2 eV/Å. Number 5: F_max 0.9 eV/Å.